(1)
Entry from OMol25: a cluster of 3 separate species, C2H3OPS in total at a distorted geometry (ωB97M-V/def2-TZVPD).

The calculation puts the HOMO energy (alpha / beta) at -9.19 / -9.16 eV. As for the HOMO-LUMO gap (alpha / beta): 7.00 / 6.86 eV.

```
8
Properties=species:S:1:pos:R:3:forces:R:3
C -1.7751 0.5020 -0.1728 -0.20 0.29 0.24
C -1.3655 -0.5991 -0.3852 1.22 -4.52 -2.60
O 1.7713 -1.3013 0.7086 0.16 -0.59 -0.11
P 1.4393 1.5107 0.1085 0.85 -0.42 -0.93
S 2.2346 -0.3049 -0.2715 -0.74 1.31 0.67
H -2.1388 1.4334 0.1530 -0.17 0.50 0.10
H -0.8798 -2.3182 -1.3582 -1.00 3.73 2.25
H 0.7140 1.0774 1.2176 -0.12 -0.29 0.37
```
Positions in Å, forces in eV/Å.

Want to see where the charge sits? The natural (NBO) charges in e are:
1 C -0.42
2 C -0.12
3 O -0.89
4 P 0.09
5 S 0.80
6 H 0.24
7 H 0.30
8 H -0.01


(2)
Entry from OMol25: a cluster of 8 separate species, FH14O7 in total (ωB97M-V/def2-TZVPD).

Its total charge is -1. The calculation puts the HOMO energy at -4.94 eV. As for the HOMO-LUMO gap: 7.91 eV.

```
22
Properties=species:S:1:pos:R:3:forces:R:3
F 0.1181 0.1159 -0.2182 0.12 0.15 0.21
O -1.3632 1.6280 -4.3847 -0.17 0.12 -0.40
H -1.5632 1.2013 -3.5515 0.00 -0.20 0.35
H -0.5188 2.0547 -4.2391 0.19 0.04 0.12
O -3.6353 -2.0270 -1.5476 -0.37 -0.14 -0.18
H -2.7361 -2.3430 -1.4596 0.41 -0.07 0.00
H -3.7807 -1.4958 -0.7648 0.05 0.21 0.19
O -3.3817 0.5426 2.1798 -0.40 0.03 0.07
H -3.1454 0.3564 3.0885 0.07 -0.05 0.16
H -2.5552 0.4856 1.7004 0.48 -0.01 -0.38
O 1.6978 3.5820 0.4907 0.12 0.48 0.08
H 1.2901 2.7698 0.1903 -0.39 -0.62 -0.20
H 2.4182 3.2956 1.0521 0.14 -0.10 0.09
O -0.3451 -4.0040 -1.2499 -0.20 -0.30 -0.23
H 0.1239 -3.1716 -1.1909 0.16 0.51 0.05
H -0.4616 -4.2788 -0.3404 -0.02 0.00 0.21
O 2.1178 0.7603 3.8601 0.24 -0.09 0.21
H 1.6336 0.8998 3.0462 -0.24 -0.11 -0.43
H 1.8803 1.5058 4.4114 -0.06 0.16 0.12
O 4.2449 -0.9591 -0.2549 0.40 -0.20 0.08
H 4.4938 -0.3569 -0.9560 -0.04 0.11 -0.17
H 3.4677 -0.5618 0.1380 -0.50 0.06 0.05
```
Positions in Å, forces in eV/Å.

Want to see where the charge sits? The natural (NBO) charges in e are:
1 F -1.00
2 O -0.95
3 H 0.49
4 H 0.47
5 O -0.96
6 H 0.48
7 H 0.47
8 O -0.95
9 H 0.46
10 H 0.50
11 O -0.96
12 H 0.50
13 H 0.46
14 O -0.96
15 H 0.49
16 H 0.46
17 O -0.95
18 H 0.49
19 H 0.46
20 O -0.95
21 H 0.46
22 H 0.49


(3)
Entry from OMol25: a structure of composition C15H25INO4P2SSn at a distorted geometry (ωB97M-V/def2-TZVPD).

Its total charge is +3. The calculation puts the HOMO energy at -17.98 eV. As for the HOMO-LUMO gap: 4.95 eV.

```
50
Properties=species:S:1:pos:R:3:forces:R:3
C -0.4128 -5.8677 -0.8226 -0.23 -0.49 0.40
I -0.0758 -3.7562 -1.1204 0.10 0.47 -0.24
H -0.4321 -6.0404 0.2508 0.02 0.08 -0.13
H 0.4106 -6.3936 -1.3001 0.04 0.30 -0.03
H -1.3666 -6.1081 -1.2862 0.09 0.22 0.00
Sn 0.0000 0.0000 0.0000 -0.51 2.30 8.93
P 2.2662 -0.3422 0.3450 6.42 -1.58 2.43
C 3.3261 -0.5833 -1.1300 -1.46 0.12 -1.01
C 3.0885 1.0278 1.2410 -1.05 0.31 -0.21
H 4.1355 0.7876 1.4559 -0.19 -0.46 -0.24
H 3.7146 -1.8769 1.5906 -0.16 0.30 -0.17
H 2.5432 1.1980 2.1727 0.23 0.12 -0.05
H 2.0834 -1.7081 2.3175 0.16 -0.09 0.07
H 3.2496 0.2937 -1.7785 0.18 -0.02 -0.01
H 3.0369 1.9362 0.6350 0.03 -0.09 0.21
C 2.6414 -1.8045 1.3827 -0.99 -0.08 -0.19
H 4.3720 -0.7332 -0.8425 -0.26 0.08 0.46
H 2.3055 -2.7077 0.8667 0.07 0.00 0.09
H 2.9747 -1.4541 -1.6902 0.18 -0.04 -0.02
P -2.2884 0.3642 -0.0547 -6.83 0.37 1.07
C -3.1052 0.4110 -1.6941 1.47 -0.29 -0.71
C -3.2562 -0.8880 0.8679 0.92 -0.30 -0.01
H -2.3968 1.9665 1.7370 -0.11 0.13 0.01
H -3.8915 2.0345 0.7477 0.11 -0.45 -0.23
H -2.3746 2.7760 0.1566 -0.22 -0.03 0.08
C -2.8002 1.9424 0.7215 1.13 0.08 0.12
H -2.8605 -0.9390 1.8855 -0.20 -0.05 0.03
H -4.3200 -0.6279 0.8902 0.25 0.19 -0.13
H -4.1811 0.5876 -1.5925 0.18 -0.03 0.49
H -2.9400 -0.5395 -2.2086 -0.18 0.02 -0.04
H -3.1267 -1.8644 0.3932 -0.08 0.02 0.06
H -2.6615 1.2076 -2.2973 -0.10 0.02 -0.01
C 0.1420 -0.1121 -1.8116 1.29 -0.16 -17.62
O 0.2334 -0.1846 -2.9763 -0.47 -0.09 6.51
O -0.2064 2.5573 -2.0105 0.13 -1.37 -0.07
C -0.0445 2.9569 -0.8700 -0.78 0.77 -1.11
N 0.2324 2.1173 0.1800 0.03 1.21 1.11
S 0.2981 3.1464 1.6307 4.20 -2.07 6.30
O -0.4703 2.4893 2.7832 1.07 1.71 -4.39
O 1.7548 3.2981 2.0664 -4.48 -0.01 -2.06
C -0.2158 4.6231 0.8439 -0.55 0.32 -0.09
C -0.4570 5.8817 1.3882 0.05 -0.09 0.14
C -0.8114 6.9231 0.5158 0.20 -0.77 -0.49
C -0.9110 6.6869 -0.8692 0.20 -0.65 0.54
C -0.6561 5.4079 -1.3917 0.03 0.18 0.25
C -0.2984 4.3790 -0.5143 0.00 0.00 -0.17
H -0.3672 6.0537 2.4524 -0.04 0.03 0.02
H -1.0060 7.9127 0.9078 0.02 -0.06 0.05
H -1.1878 7.4939 -1.5352 0.01 -0.04 0.02
H -0.7429 5.2249 -2.4551 0.07 -0.05 0.04
```
Positions in Å, forces in eV/Å.

Want to see where the charge sits? The Mulliken charges in e are:
1 C -0.73
2 I 0.09
3 H 0.31
4 H 0.30
5 H 0.29
6 Sn 1.89
7 P 0.50
8 C -1.24
9 C -1.36
10 H 0.58
11 H 0.47
12 H 0.44
13 H 0.41
14 H 0.42
15 H 0.37
16 C -1.14
17 H 0.45
18 H 0.34
19 H 0.41
20 P 0.40
21 C -1.24
22 C -1.11
23 H 0.39
24 H 0.58
25 H 0.19
26 C -1.11
27 H 0.43
28 H 0.47
29 H 0.47
30 H 0.44
31 H 0.41
32 H 0.35
33 C 0.15
34 O -0.10
35 O -0.61
36 C 0.21
37 N -0.51
38 S 1.12
39 O -0.64
40 O -0.65
41 C 0.83
42 C -0.82
43 C -0.56
44 C -0.61
45 C -0.58
46 C 0.27
47 H 0.53
48 H 0.47
49 H 0.46
50 H 0.54


(4)
Entry from OMol25: an isolated molecule of C25H29N3O4S at a distorted geometry (ωB97M-V/def2-TZVPD).

The calculation puts the HOMO energy at -8.49 eV. As for the HOMO-LUMO gap: 8.90 eV. The SMILES is CCN(c1ccccc1)S(=O)(=O)c1cccc(C(=O)NC[C@H](c2ccco2)N2CCCC2)c1.

```
62
Properties=species:S:1:pos:R:3:forces:R:3
C -1.9134 6.4997 -0.3976 -0.09 -0.13 0.17
C -1.9837 5.1189 0.2440 -0.06 0.67 0.24
N -1.2360 4.1709 -0.5578 1.07 0.10 0.07
C -1.7502 2.9031 -0.8684 -0.43 -0.72 -0.51
C -2.6100 2.2147 -0.0166 0.10 0.22 0.05
C -3.0453 0.9445 -0.3512 -0.04 -0.04 0.01
C -2.6163 0.3375 -1.5183 -0.03 -0.04 -0.05
C -1.7584 1.0181 -2.3662 -0.02 -0.04 0.01
C -1.3357 2.2956 -2.0518 -0.24 0.04 -0.03
S 0.4436 4.2263 -0.4522 0.00 -0.17 0.17
O 1.0163 4.2248 -1.7627 -0.08 -0.34 -0.05
O 0.7857 5.3012 0.4325 -0.20 -0.07 0.26
C 0.7871 2.6572 0.3484 0.02 0.46 -0.30
C 0.5869 2.5598 1.7120 0.00 0.05 0.18
C 0.6887 1.3209 2.3230 -0.01 0.12 0.03
C 0.9769 0.1964 1.5668 0.06 -0.02 -0.15
C 1.1940 0.3028 0.1965 -0.18 0.25 0.06
C 1.4244 -0.8887 -0.6800 0.26 0.14 0.20
O 0.9489 -0.9605 -1.7952 -0.14 0.05 -0.24
N 2.2128 -1.8516 -0.1482 0.30 -0.09 0.21
C 2.3887 -3.1188 -0.8061 -0.23 -0.36 -0.32
C 1.4505 -4.2440 -0.2934 0.29 0.53 0.03
C 0.0258 -3.7778 -0.2377 -0.24 -0.92 -0.74
C -1.0820 -4.2762 -0.8600 0.58 0.20 0.26
C -2.1639 -3.4483 -0.4754 0.00 0.41 0.35
C -1.6367 -2.5083 0.3513 -0.82 -0.22 -0.27
O -0.3162 -2.6995 0.5041 0.26 0.10 0.23
N 1.9949 -4.8244 0.9318 0.19 -0.04 -0.20
C 1.6850 -6.2289 1.1412 -0.09 -0.20 0.11
C 0.3569 -6.2725 1.9138 0.05 -0.09 -0.07
C 0.3904 -4.9815 2.7431 -0.03 0.10 -0.01
C 1.6049 -4.2000 2.1869 0.11 0.12 0.32
C 1.0949 1.5498 -0.4124 0.16 -0.17 -0.08
H -2.5126 7.2051 0.1731 -0.04 0.13 0.03
H -0.8824 6.8395 -0.4156 0.00 0.13 -0.02
H -2.2878 6.4555 -1.4171 -0.06 0.02 -0.09
H -3.0224 4.7847 0.2875 0.17 -0.09 -0.01
H -1.5765 5.1657 1.2603 -0.20 -0.03 -0.01
H -2.9301 2.6624 0.9128 -0.01 0.05 0.08
H -3.7180 0.4237 0.3157 -0.06 -0.04 0.06
H -2.9424 -0.6614 -1.7628 -0.01 -0.09 -0.03
H -1.4126 0.5480 -3.2730 0.06 -0.05 -0.09
H -0.6706 2.8388 -2.7035 0.02 0.02 -0.12
H 0.3582 3.4521 2.2732 -0.04 0.07 0.15
H 0.5276 1.2280 3.3866 -0.02 0.01 0.08
H 0.9997 -0.7706 2.0477 0.01 -0.12 0.02
H 2.5751 -1.7478 0.7847 -0.03 0.15 -0.08
H 2.1743 -2.9460 -1.8637 0.10 -0.03 0.09
H 3.4200 -3.4553 -0.6832 -0.09 -0.01 -0.04
H 1.4921 -5.0337 -1.0511 -0.09 0.12 0.07
H -1.1217 -5.1233 -1.5143 0.09 -0.19 -0.14
H -3.1873 -3.5457 -0.7747 -0.24 0.06 -0.02
H -2.0692 -1.6759 0.8697 0.02 0.15 0.10
H 1.6526 -6.7744 0.1994 0.08 -0.01 -0.03
H 2.4867 -6.6476 1.7582 -0.04 -0.11 -0.04
H 0.2774 -7.1643 2.5319 -0.05 -0.07 0.01
H -0.4802 -6.2604 1.2156 -0.01 -0.03 0.05
H 0.5198 -5.1876 3.8045 -0.03 0.03 0.04
H -0.5298 -4.4117 2.6208 -0.03 0.01 0.03
H 1.3832 -3.1450 2.0507 0.06 0.01 0.05
H 2.4531 -4.2924 2.8735 -0.09 0.07 0.04
H 1.2551 1.6495 -1.4734 -0.01 -0.06 -0.12
```
Positions in Å, forces in eV/Å.

Want to see where the charge sits? The natural (NBO) charges in e are:
1 C -0.61
2 C -0.21
3 N -0.71
4 C 0.22
5 C -0.27
6 C -0.21
7 C -0.22
8 C -0.17
9 C -0.27
10 S 2.33
11 O -0.93
12 O -0.94
13 C -0.36
14 C -0.17
15 C -0.21
16 C -0.17
17 C -0.15
18 C 0.68
19 O -0.62
20 N -0.61
21 C -0.22
22 C -0.10
23 C 0.27
24 C -0.30
25 C -0.31
26 C 0.09
27 O -0.44
28 N -0.44
29 C -0.22
30 C -0.43
31 C -0.43
32 C -0.24
33 C -0.08
34 H 0.21
35 H 0.23
36 H 0.21
37 H 0.21
38 H 0.20
39 H 0.21
40 H 0.21
41 H 0.22
42 H 0.22
43 H 0.24
44 H 0.24
45 H 0.22
46 H 0.22
47 H 0.40
48 H 0.24
49 H 0.21
50 H 0.22
51 H 0.23
52 H 0.23
53 H 0.21
54 H 0.20
55 H 0.19
56 H 0.21
57 H 0.21
58 H 0.21
59 H 0.21
60 H 0.20
61 H 0.19
62 H 0.25


(5)
Entry from OMol25: a structure of composition C31H17Cl5N4O5Ti (ωB97M-V/def2-TZVPD).

Its total charge is -2. Its spin multiplicity is 3. The calculation puts the HOMO energy (alpha / beta) at -0.17 / -2.07 eV. As for the HOMO-LUMO gap (alpha / beta): 4.30 / 6.20 eV.

```
63
Properties=species:S:1:pos:R:3:forces:R:3
Ti 0.2606 0.1124 -0.5292 -0.12 -0.10 -0.01
O 2.7998 0.7346 -3.9771 0.03 0.01 0.02
C 2.0733 0.3260 -3.0580 -0.05 -0.05 -0.06
N 1.0189 0.8904 -2.4669 0.06 0.05 -0.05
C 0.4904 2.0912 -2.9630 -0.02 -0.04 0.05
C 0.8477 2.7141 -4.1619 -0.01 0.02 0.00
C 0.2137 3.8817 -4.5704 -0.01 0.00 0.00
C -0.7763 4.4446 -3.7863 0.02 0.03 -0.04
C -1.1498 3.8390 -2.5930 -0.01 -0.04 0.05
C -0.5302 2.6612 -2.1666 0.06 -0.02 -0.04
N -0.7833 1.9886 -0.9609 -0.13 0.15 0.09
C -1.8059 2.3681 -0.1839 -0.08 -0.10 -0.04
O -2.7235 3.1720 -0.3963 0.05 0.02 0.00
C -1.7625 1.7279 1.1790 0.05 0.04 0.06
C -2.6320 2.1404 2.1776 -0.01 0.01 -0.03
C -2.4547 1.6438 3.4557 0.03 -0.03 0.00
C -1.4118 0.7608 3.6916 -0.04 0.01 0.02
C -0.6137 0.3761 2.6287 0.03 -0.05 -0.04
N -0.7945 0.8407 1.3914 -0.02 0.09 0.03
C 2.3392 -1.0677 -2.5470 -0.07 0.12 0.07
C 3.3430 -1.8390 -3.1166 0.00 0.01 -0.01
C 3.4897 -3.1472 -2.6992 0.02 0.01 -0.03
C 2.6245 -3.6364 -1.7330 -0.05 0.01 0.04
C 1.6725 -2.7857 -1.1951 0.07 -0.02 -0.07
N 1.5343 -1.5185 -1.5883 0.10 -0.20 0.00
H 1.6300 2.2843 -4.7629 0.01 -0.02 0.02
H 0.5074 4.3448 -5.5067 0.00 0.01 0.00
H -1.2698 5.3599 -4.0963 -0.01 0.00 0.00
H -1.9299 4.2650 -1.9861 0.00 0.00 -0.01
H -3.4000 2.8546 1.9187 0.00 0.00 -0.01
H -3.1111 1.9485 4.2625 0.00 0.00 0.00
H -1.2188 0.3573 4.6763 0.01 0.00 0.00
H 0.1996 -0.3249 2.7584 -0.01 0.00 0.01
H 3.9590 -1.3774 -3.8748 0.00 -0.01 0.00
H 4.2609 -3.7810 -3.1222 0.00 0.00 0.00
H 2.6859 -4.6559 -1.3761 0.01 0.00 0.00
H 1.0132 -3.1159 -0.4088 -0.03 0.02 0.03
Cl -4.1006 -4.7648 2.9626 -0.01 0.00 0.00
C -2.8011 -3.7819 2.2849 0.00 0.00 0.00
C -1.5815 -3.7584 2.9450 0.01 0.00 -0.01
C -0.5674 -2.9651 2.3823 0.01 0.00 0.00
Cl 0.9722 -2.9114 3.2157 0.00 -0.01 0.01
C -0.7106 -2.2099 1.2220 -0.05 0.03 -0.01
O 0.2664 -1.4811 0.7528 -0.04 -0.04 0.11
C -2.0006 -2.2707 0.5589 0.01 0.02 0.00
C -2.2369 -1.5807 -0.6383 -0.02 -0.04 0.06
O -1.4096 -0.8362 -1.2788 0.06 0.06 -0.16
C -3.0292 -3.0745 1.1325 0.00 0.01 -0.01
H -1.4115 -4.3149 3.8536 0.00 0.00 0.00
H -3.2298 -1.7119 -1.0900 0.01 -0.01 0.02
H -3.9958 -3.1206 0.6460 0.00 0.00 0.00
Cl 3.8347 1.1824 5.8827 0.00 0.00 0.00
C 3.3254 1.0666 4.2078 -0.01 0.02 0.00
C 2.6096 2.1033 3.6380 0.01 0.00 0.01
C 2.2017 1.9960 2.3217 0.01 -0.03 -0.04
Cl 1.3275 3.3156 1.6084 0.03 0.02 0.01
C 2.4528 0.8551 1.5147 -0.02 -0.03 0.11
O 2.0326 0.7317 0.3119 0.11 0.08 -0.07
C 3.2390 -0.1390 2.1557 0.01 0.02 -0.05
Cl 3.7142 -1.5177 1.2163 0.01 0.00 0.00
C 3.6575 -0.0543 3.4687 -0.01 -0.01 0.00
H 2.3633 2.9886 4.2073 0.00 0.00 0.00
H 4.2324 -0.8589 3.9050 0.00 0.00 0.00
```
Positions in Å, forces in eV/Å.

Want to see where the charge sits? The natural (NBO) charges in e are:
1 Ti 1.62
2 O -0.70
3 C 0.62
4 N -0.67
5 C 0.13
6 C -0.25
7 C -0.26
8 C -0.24
9 C -0.28
10 C 0.21
11 N -0.70
12 C 0.62
13 O -0.69
14 C 0.16
15 C -0.23
16 C -0.17
17 C -0.26
18 C 0.06
19 N -0.45
20 C 0.16
21 C -0.23
22 C -0.18
23 C -0.28
24 C 0.09
25 N -0.43
26 H 0.24
27 H 0.18
28 H 0.18
29 H 0.24
30 H 0.24
31 H 0.20
32 H 0.21
33 H 0.24
34 H 0.24
35 H 0.20
36 H 0.21
37 H 0.23
38 Cl -0.09
39 C -0.03
40 C -0.35
41 C -0.12
42 Cl -0.05
43 C 0.31
44 O -0.79
45 C -0.16
46 C 0.23
47 O -0.73
48 C -0.29
49 H 0.22
50 H 0.12
51 H 0.20
52 Cl -0.06
53 C -0.07
54 C -0.26
55 C -0.12
56 Cl 0.02
57 C 0.40
58 O -0.77
59 C -0.11
60 Cl 0.01
61 C -0.26
62 H 0.23
63 H 0.23